No. 1
The following is a DFT calculation (ωB97M-V/def2-TZVPD) of CHBr2FS in the gas phase.

Each line ends with the natural charge from an NBO analysis.
Cartesian coordinates (Å):
C: -1.43 0.17 -1.13  0.24
F: -2.40 -0.04 -0.28  -0.33
S: 2.09 -0.15 1.38  -0.09
Br: -1.21 2.07 -1.21  0.00
Br: 0.65 -0.60 -0.20  0.05
H: 2.30 -1.45 1.43  0.13

Output
* molar mass: 223.89 g/mol
* gap between HOMO and LUMO: 8.265 eV
* total energy: -154687.487 eV
* F_max: 0.919 eV/Å
* relative energy (zero: lowest compared OMol25 entry of this formula, charge and spin): 62.63 kcal per mole

No. 2
The following is a DFT calculation (ωB97M-V/def2-TZVPD) of CHBr2N as an isolated structure at a distorted geometry.

Each line ends with the natural charge from an NBO analysis.
Cartesian coordinates (Å):
C: -0.08 0.41 0.55  -0.31
N: 0.96 -0.75 -1.35  -0.35
Br: 0.89 1.37 1.73  0.23
Br: -1.88 0.25 0.66  0.20
H: 0.12 -1.29 -1.58  0.23

Output
* molar mass: 186.83 g/mol
* gap between HOMO and LUMO (spin up / spin down): 7.440 / 7.431 eV
* total energy: -142620.575 eV
* F_max: 2.457 eV/Å
* relative energy (zero: lowest compared OMol25 entry of this formula, charge and spin): 163.18 kcal per mole

What is the formula in the second record?
CHBr2N

Which of these has the highest molar mass?
CHBr2FS

Number 1 is which compound?
CHBr2FS